# 1
Density functional theory data (the ωB97M-V functional and the def2-TZVPD basis) for C37H40AuFN5O3 as an isolated structure in a non-equilibrium geometry.

HOMO energy   -7.565 eV
Charge   +1
E_LUMO   -3.842 eV
Kohn-Sham gap   3.722 eV
Total energy   -59010.8184 eV

CARTESIAN COORDINATES (ANGSTROEM)
1 Au 1.28 -2.55 -1.01
2 F -4.10 0.06 -0.51
3 O 3.91 -1.40 0.72
4 O 0.68 -0.71 -1.50
5 O 5.21 0.45 0.16
6 N 2.25 2.09 -2.77
7 N -4.28 2.82 0.52
8 N 1.65 -4.45 -0.54
9 N -6.02 4.21 1.55
10 N 0.52 2.96 0.43
11 C 0.66 0.36 -0.77
12 C 5.01 -5.17 -1.81
13 C -3.07 2.09 0.29
14 C 0.52 4.38 0.68
15 C -0.63 2.22 0.28
16 C -0.55 0.92 -0.31
17 C 1.79 -1.47 2.12
18 C 0.28 -6.44 -0.72
19 C -1.41 -5.43 1.23
20 C -6.66 3.05 0.89
21 C 0.56 -5.19 -0.14
22 C -5.53 2.08 0.50
23 C 0.54 4.75 2.16
24 C -5.28 5.02 0.55
25 C -1.76 0.22 -0.51
26 C 5.30 -6.36 -1.15
27 C 3.15 -6.30 -0.08
28 C 3.81 -4.53 -1.60
29 C 1.07 0.84 2.47
30 C -1.65 -6.68 0.68
31 C 1.16 1.59 -3.57
32 C 4.37 -6.91 -0.28
33 C 4.18 -0.07 0.46
34 C -4.42 4.03 -0.27
35 C -2.97 0.80 -0.25
36 C 2.79 1.24 -1.75
37 C 0.87 -0.48 2.63
38 C 2.14 3.50 -2.50
39 C 2.83 -5.09 -0.75
40 C 2.20 1.43 1.68
41 C -0.82 -7.17 -0.32
42 C 1.78 2.29 0.45
43 C 2.75 0.37 0.71
44 C -0.33 -4.68 0.81
45 C -1.87 2.75 0.59
46 C 2.61 -1.04 1.15
47 C 1.95 1.06 -0.46
48 H -4.66 5.75 1.07
49 H -1.02 -8.11 -0.79
50 H -1.72 -0.78 -0.92
51 H -0.14 -3.71 1.24
52 H 1.03 2.26 -4.42
53 H 0.91 -6.79 -1.52
54 H 1.41 4.81 0.20
55 H 2.21 4.04 -3.44
56 H 2.97 3.81 -1.87
57 H -2.48 -7.28 1.02
58 H -4.88 3.83 -1.25
59 H 3.78 1.63 -1.48
60 H -7.21 3.41 0.01
61 H 6.25 -6.85 -1.30
62 H -2.07 -5.05 2.00
63 H 0.55 5.84 2.26
64 H 1.19 3.76 -2.01
65 H 3.57 -3.61 -2.11
66 H 2.57 3.02 0.26
67 H 1.82 -2.46 2.54
68 H 0.06 -0.83 3.25
69 H -7.37 2.58 1.57
70 H 2.90 1.93 2.35
71 H 2.44 -6.71 0.62
72 H -3.43 4.45 -0.46
73 H 0.42 1.55 2.96
74 H -1.95 3.71 1.08
75 H 2.92 0.24 -2.19
76 H -0.34 4.36 2.67
77 H -6.69 4.78 2.07
78 H 0.21 1.55 -3.01
79 H -5.76 1.64 -0.49
80 H -5.98 5.55 -0.09
81 H 4.59 -7.82 0.26
82 H -5.45 1.26 1.21
83 H 5.73 -4.74 -2.49
84 H 1.42 4.35 2.64
85 H -0.36 4.81 0.19
86 H -5.30 3.81 2.17
87 H 1.39 0.59 -3.93



# 2
Density functional theory data (the ωB97M-V functional and the def2-TZVPD basis) for a 3-piece molecular cluster, C4H12NO overall in a non-equilibrium geometry.

HOMO energy   -13.956 eV
Charge   +1
E_LUMO   -10.059 eV
Kohn-Sham gap   3.897 eV
Total energy   -7865.6383 eV

CARTESIAN COORDINATES (ANGSTROEM)
1 O -1.29 -0.44 1.20
2 N -1.07 2.03 1.95
3 C 0.88 0.30 -0.81
4 C 1.77 -2.04 -0.85
5 C 0.84 -1.12 -0.43
6 C -0.39 0.76 -1.61
7 H -1.25 0.57 -0.96
8 H 1.76 0.50 -1.41
9 H 2.65 -1.71 -1.38
10 H 0.89 0.87 0.13
11 H -1.26 1.02 1.75
12 H -1.95 2.55 2.04
13 H -0.57 2.15 2.83
14 H -0.50 0.16 -2.52
15 H -1.90 -1.01 1.73
16 H 0.01 -1.41 0.25
17 H 1.66 -3.08 -0.59
18 H -0.32 1.81 -1.88



# 3
Density functional theory data (the ωB97M-V functional and the def2-TZVPD basis) for C59H50GeIrN6O5PS as an isolated structure in a non-equilibrium geometry.

HOMO energy (alpha / beta)   -9.333 / -9.337 eV
Charge   +1
E_LUMO (alpha / beta)   -2.712 / -3.248 eV
Kohn-Sham gap (alpha / beta)   6.620 / 6.089 eV
Total energy   -160644.6010 eV
2S+1   2

CARTESIAN COORDINATES (ANGSTROEM)
1 Ir 0.76 1.38 -0.48
2 Ge -3.32 -1.17 0.82
3 S 2.09 -2.07 -2.17
4 P 0.81 3.61 -0.08
5 O -3.37 1.97 -1.43
6 O -1.29 1.39 -0.93
7 O 2.28 -2.00 -3.60
8 O 3.22 -2.23 -1.32
9 O 4.15 -4.48 1.88
10 N 6.32 -4.44 1.26
11 N 1.33 -0.69 -1.72
12 N -1.32 -6.81 -1.32
13 N 3.41 -0.62 1.03
14 N -0.24 -0.90 -3.64
15 N 0.56 1.21 -2.75
16 C -0.54 -5.70 -1.52
17 C 2.65 0.02 3.18
18 C 1.02 -3.42 -1.91
19 C 1.63 3.73 1.50
20 C -1.83 -1.62 1.98
21 C 0.61 -0.08 -2.69
22 C 3.26 4.67 -0.95
23 C 3.64 5.52 -3.17
24 C 2.88 1.15 3.82
25 C 0.00 -2.42 3.95
26 C -0.47 -1.12 3.93
27 C -2.53 5.22 1.52
28 C -4.14 -1.11 -1.93
29 C 4.94 -2.43 1.02
30 C -1.36 -2.93 2.02
31 C -6.02 -3.45 3.09
32 C 4.11 5.23 -1.90
33 C 0.67 -3.81 -0.61
34 C 5.85 -1.65 0.35
35 C 0.01 1.82 -3.83
36 C -2.74 -0.92 -3.86
37 C -0.62 4.70 0.13
38 C 2.32 5.24 -3.50
39 C 5.10 -3.88 1.43
40 C 1.93 4.39 -1.27
41 C -3.03 -1.30 -1.11
42 C 2.59 2.45 3.23
43 C 3.71 -1.88 1.32
44 C -0.25 -0.26 -4.97
45 C -0.19 -5.29 -2.81
46 C -1.47 4.39 1.20
47 C -6.62 -4.31 2.17
48 C -5.07 -2.54 2.67
49 C -0.44 -3.33 2.99
50 C -5.29 -3.34 0.41
51 C 0.60 -4.17 -3.00
52 C 2.18 -0.03 1.73
53 C 4.27 0.14 0.35
54 C 1.82 4.91 2.21
55 C 2.45 4.86 3.44
56 C 2.00 2.50 1.96
57 C 5.50 -0.36 -0.01
58 C -1.64 -1.09 -3.04
59 C -3.88 0.64 1.23
60 C 1.47 4.68 -2.56
61 C -1.93 6.67 -0.30
62 C 2.83 3.62 3.94
63 C -2.86 1.76 0.88
64 C -4.01 -0.97 -3.30
65 C -0.24 1.08 -5.00
66 C -1.37 -0.71 2.94
67 C -2.50 1.74 -0.60
68 C -1.76 -1.32 -1.68
69 C -4.69 -2.46 1.32
70 C -0.09 -4.94 -0.43
71 C -2.76 6.37 0.77
72 C -0.86 5.84 -0.62
73 C -6.25 -4.26 0.84
74 C 1.69 1.29 1.13
75 H -6.30 -3.49 4.14
76 H -0.38 1.59 -5.95
77 H -4.82 0.82 0.70
78 H -2.63 -0.74 -4.92
79 H -3.18 4.97 2.35
80 H 2.85 -0.94 3.65
81 H 3.91 1.13 0.10
82 H -2.11 7.56 -0.89
83 H -7.37 -5.02 2.50
84 H 6.43 -5.41 1.51
85 H -5.13 -1.03 -1.49
86 H 6.18 0.27 -0.58
87 H -0.15 -0.41 4.68
88 H 6.83 -2.02 0.09
89 H 7.11 -3.96 0.87
90 H 1.95 5.48 -4.50
91 H -0.53 -5.87 -3.67
92 H -4.87 -0.82 -3.93
93 H 3.63 4.45 0.05
94 H -1.75 -3.65 1.31
95 H 5.14 5.44 -1.64
96 H -1.40 -7.19 -0.40
97 H -1.29 3.50 1.79
98 H -4.60 -1.88 3.40
99 H 0.69 -2.74 4.72
100 H 3.27 1.12 4.84
101 H 0.43 4.49 -2.81
102 H 4.30 5.96 -3.91
103 H -5.00 -3.32 -0.63
104 H -0.08 -4.36 3.01
105 H -0.89 -1.42 -1.05
106 H -1.47 -7.44 -2.08
107 H -0.22 6.10 -1.45
108 H 2.62 5.77 4.01
109 H -3.58 7.03 1.02
110 H -6.70 -4.94 0.12
111 H 3.28 3.55 4.92
112 H -1.95 1.66 1.46
113 H 1.49 5.86 1.80
114 H -0.06 2.89 -3.82
115 H 0.21 -1.81 -3.74
116 H -3.32 2.73 1.08
117 H 1.02 -3.24 0.25
118 H -0.35 -5.26 0.58
119 H -1.73 0.31 2.94
120 H 0.92 -3.90 -4.00
121 H 1.40 -0.79 1.64
122 H -4.10 0.66 2.30
123 H -0.34 -0.93 -5.81
124 H 2.95 -2.47 1.83



# 4
Density functional theory data (the ωB97M-V functional and the def2-TZVPD basis) for C3H4HgO4 as an isolated structure in a non-equilibrium geometry.

HOMO energy (alpha / beta)   -2.793 / -2.793 eV
Charge   -1
E_LUMO (alpha / beta)   2.546 / -0.329 eV
Kohn-Sham gap (alpha / beta)   5.340 / 2.464 eV
Total energy   -15538.1400 eV
2S+1   2

CARTESIAN COORDINATES (ANGSTROEM)
1 Hg -1.89 -1.69 1.45
2 O -0.77 1.95 0.17
3 O 5.18 2.56 -0.56
4 O -2.21 0.37 0.88
5 O -0.10 -0.14 0.75
6 C 1.63 0.83 -0.56
7 C -1.09 0.87 0.64
8 C 1.24 0.16 0.53
9 H 1.81 0.18 1.47
10 H 1.09 0.71 -1.50
11 H 2.52 1.48 -0.50
12 H 6.08 2.90 -0.58



So what do the calculations give for ΔE to the lowest compared entry with this formula, charge and spin? Going down the list: 284.7, 834.9, 401.5, 186.8 kJ/mol.